# 1
A cluster of 2 separate species, C5H12O2 in total. Source: the Open Molecules 2025 dataset; level of theory: ωB97M-V with the def2-TZVPD basis set.

Summary:
- ΔE to the lowest compared entry with this formula, charge and spin: 78.0 kcal per mole
- Gap between HOMO and LUMO: 0.4004 Eh
- 2S+1: 1
- Electronic energy: -348.0805 Eh

Positions of all 19 atoms, in Å:
C (-1.41493, -2.33341, -0.16030)
O (-0.31909, -1.49205, -0.24948)
C (-0.71321, -0.18733, -0.05217)
C (0.49162, 0.76618, -0.34947)
C (0.01988, 2.20721, -0.19505)
C (1.74916, 0.52522, 0.53852)
O (2.38797, -0.70907, 0.31864)
H (-1.99898, -2.31286, 0.77182)
H (-2.25743, -1.67186, -0.93567)
H (-1.05220, -3.38713, -0.29517)
H (-1.98376, -0.23340, -0.76794)
H (-1.09973, -0.03324, 0.97184)
H (0.81270, 0.57671, -1.38029)
H (0.80934, 2.91182, -0.47238)
H (-0.26970, 2.41777, 0.84309)
H (-0.85033, 2.39153, -0.83177)
H (2.50595, 1.29284, 0.30616)
H (1.47716, 0.66161, 1.60155)
H (1.70558, -1.39054, 0.33808)

# 2
An isolated molecule of C3H8N2O2. Source: the Open Molecules 2025 dataset; level of theory: ωB97M-V with the def2-TZVPD basis set.

Summary:
- ΔE to the lowest compared entry with this formula, charge and spin: 49.8 kcal per mole
- Gap between HOMO and LUMO: 0.3304 Eh
- 2S+1: 1
- Electronic energy: -379.0616 Eh

Positions of all 15 atoms, in Å:
C (-0.89163, 0.51978, 1.78945)
C (-0.50268, -0.83963, 1.22871)
O (0.75097, -0.86254, 0.55041)
C (0.81965, -0.28222, -0.66632)
O (1.85012, -0.78204, -1.40179)
N (0.00819, 0.59363, -1.06401)
N (0.19038, 1.20775, -2.28975)
H (-1.82664, 0.42570, 2.32600)
H (-1.00213, 1.23009, 0.97446)
H (-0.12065, 0.87973, 2.46950)
H (-1.28452, -1.18370, 0.53712)
H (-0.37885, -1.57293, 2.03167)
H (2.33211, -1.41666, -0.85874)
H (0.77612, 0.67457, -2.93268)
H (-0.72045, 1.40850, -2.69403)

# 3
A cluster of 2 separate species, CH6N2S2 in total. Source: the Open Molecules 2025 dataset; level of theory: ωB97M-V with the def2-TZVPD basis set.

Summary:
- ΔE to the lowest compared entry with this formula, charge and spin: 72.9 kcal per mole
- Gap between HOMO and LUMO: 0.2889 Eh
- 2S+1: 1
- Electronic energy: -947.4617 Eh

Positions of all 11 atoms, in Å:
C (0.88049, 0.46486, 0.42567)
N (-0.56628, 2.20716, -0.10826)
N (0.27656, 1.27786, -0.40537)
S (1.76403, -0.99688, 0.01609)
S (-1.58623, -1.43197, -0.15931)
H (0.80098, 0.63376, 1.50282)
H (-1.34065, -2.02977, 0.96415)
H (-0.87728, 2.55392, -1.04014)
H (0.31271, 0.95989, -1.37602)
H (2.30864, -1.13508, 1.17930)
H (-1.97298, -2.50375, -0.99893)

# 4
A cluster of 2 separate species, C11H19N2OS in total. Source: the Open Molecules 2025 dataset; level of theory: ωB97M-V with the def2-TZVPD basis set.

Summary:
- Net charge: +1
- ΔE to the lowest compared entry with this formula, charge and spin: 26.4 kcal per mole
- Gap between HOMO and LUMO: 0.3656 Eh
- 2S+1: 1
- Electronic energy: -1013.1219 Eh

Positions of all 34 atoms, in Å:
C (2.57649, -2.93007, -0.04495)
C (2.14234, -2.57854, -1.27101)
C (-1.98553, 1.67963, -1.10570)
C (1.94809, -2.23776, 1.08809)
C (0.85334, -1.63017, -1.43664)
C (0.42035, -1.75539, 0.95449)
C (-3.12328, 0.69645, -0.77467)
C (-0.74913, -0.09191, -0.45519)
C (-3.80501, 1.13625, 0.52818)
C (1.28887, 3.30469, 1.08767)
C (1.65758, 2.02730, 1.34663)
N (-0.70022, 1.14076, -0.78861)
N (0.45953, -0.81083, -0.23104)
O (2.07655, 1.16387, 0.31986)
S (-2.26611, -0.89093, -0.41710)
H (3.45036, -3.64663, 0.05061)
H (2.64344, -2.75961, -2.13495)
H (-2.07383, 2.07376, -2.20360)
H (2.00483, -3.03427, 1.87688)
H (2.47352, -1.33517, 1.46644)
H (1.09570, -1.02155, -2.39561)
H (0.05045, -2.16683, -1.85930)
H (-0.11286, -2.64946, 0.77603)
H (0.11353, -1.30062, 1.87726)
H (-3.73809, 0.60685, -1.63280)
H (-4.47281, 0.24148, 0.85052)
H (-4.34829, 1.99348, 0.27091)
H (-3.05434, 1.35971, 1.20903)
H (1.38839, 3.67879, 0.12492)
H (-2.15754, 2.62141, -0.65712)
H (0.76097, 3.95070, 1.92576)
H (1.41729, 1.49242, 2.20366)
H (1.23485, -0.05654, -0.19324)
H (2.53056, 1.72870, -0.35540)

# 5
An isolated molecule of C4H6N2. Source: the Open Molecules 2025 dataset; level of theory: ωB97M-V with the def2-TZVPD basis set.

Summary:
- ΔE to the lowest compared entry with this formula, charge and spin: 114.1 kcal per mole
- Gap between HOMO and LUMO: 0.3257 Eh
- 2S+1: 1
- Electronic energy: -265.3537 Eh

Positions of all 12 atoms, in Å:
N (-1.43322, -0.46250, 1.08460)
C (0.85364, -0.58827, 0.91949)
C (1.22973, -0.71306, -0.37842)
C (0.67458, 0.30746, -1.26333)
C (-0.22423, 1.04389, -0.59465)
N (-0.30808, 0.45679, 0.76446)
H (-1.61427, -0.96771, 0.21606)
H (-0.94675, -1.18450, 1.65229)
H (1.90054, -1.49487, -0.71023)
H (0.97382, 0.45508, -2.29929)
H (-0.73489, 1.96145, -0.86959)
H (-0.37089, 1.18625, 1.47860)

# 6
The ion C5H8N4O with charge +2. Source: the Open Molecules 2025 dataset; level of theory: ωB97M-V with the def2-TZVPD basis set.

Summary:
- Net charge: +2
- ΔE to the lowest compared entry with this formula, charge and spin: 38.3 kcal per mole
- Gap between HOMO and LUMO (alpha / beta): 0.2931 / 0.2931 Eh
- 2S+1: 1
- Electronic energy: -488.6596 Eh

Positions of all 18 atoms, in Å:
C (2.53711, 1.38882, -0.27173)
C (0.31353, 0.71186, 0.73713)
C (2.85702, -0.89788, 0.27243)
C (-0.60247, -0.07064, -0.12084)
C (-2.87822, 0.59360, 0.09602)
N (-1.93962, -0.21663, 0.34882)
N (3.28061, 0.18580, -0.14615)
N (2.54302, -2.01532, 0.47089)
N (1.32942, 1.34471, 0.13794)
O (0.33026, 2.16168, 0.36299)
H (3.00293, 2.27864, -0.60253)
H (-0.81896, 0.48403, -1.07138)
H (-0.08780, -1.02599, -0.26296)
H (-3.93476, 0.60094, 0.60770)
H (-2.61033, 1.33605, -0.70537)
H (-2.28622, -0.85917, 1.01712)
H (4.18801, 0.29220, -0.58162)
H (2.44871, -2.66793, 1.31397)

# 7
An isolated molecule of C3H5F2N. Source: the Open Molecules 2025 dataset; level of theory: ωB97M-V with the def2-TZVPD basis set.

Summary:
- ΔE to the lowest compared entry with this formula, charge and spin: 87.0 kcal per mole
- Gap between HOMO and LUMO (alpha / beta): 0.3111 / 0.3223 Eh
- 2S+1: 1
- Electronic energy: -371.6297 Eh

Positions of all 11 atoms, in Å:
C (0.24655, 0.54227, 1.11016)
C (-1.66575, -0.71380, -0.28188)
C (-0.46391, 0.47217, -0.03890)
N (0.40650, 0.03982, -1.13417)
F (-2.84055, -0.30457, 0.23123)
F (-1.17681, 1.68149, -0.21983)
H (-0.12375, 1.11717, 1.93258)
H (1.00273, -0.17203, 1.32780)
H (-1.51030, -1.69012, 0.22824)
H (-0.12581, -0.48620, -1.83504)
H (0.85573, 0.90662, -1.59196)

# 8
A structure of composition C17H24IrN8. Source: the Open Molecules 2025 dataset; level of theory: ωB97M-V with the def2-TZVPD basis set.

Summary:
- Net charge: +3
- ΔE to the lowest compared entry with this formula, charge and spin: 0.0 kcal per mole
- Gap between HOMO and LUMO: 0.3327 Eh
- 2S+1: 1
- Electronic energy: -1203.7760 Eh

Positions of all 50 atoms, in Å:
Ir (-0.25281, 0.27188, -0.11041)
C (2.00560, 2.10169, -0.05845)
C (1.91088, 1.76197, -1.53774)
N (1.10416, 0.50864, -1.75376)
C (1.96617, -0.71771, -1.76277)
C (2.21519, -1.22586, -0.36636)
C (3.27593, -2.02495, 0.01061)
C (3.28190, -2.56526, 1.29286)
C (2.21789, -2.32828, 2.15680)
C (1.18884, -1.51457, 1.72631)
C (-0.08498, -1.21677, 2.47527)
N (-0.59599, 0.10779, 2.01447)
C (0.24949, 1.17600, 2.65829)
C (0.26635, 2.43148, 1.82620)
N (0.59798, 2.09596, 0.40834)
N (1.23457, -0.95041, 0.51003)
H (2.47262, 3.07827, 0.07998)
H (2.57618, 1.36473, 0.50518)
H (2.89833, 1.64918, -1.98449)
H (1.40553, 2.57045, -2.06974)
H (0.66122, 0.57629, -2.66661)
H (2.89701, -0.52990, -2.29856)
H (1.42103, -1.49108, -2.30917)
H (4.07418, -2.23962, -0.68732)
H (4.10674, -3.18966, 1.61077)
H (2.18980, -2.77213, 3.14297)
H (0.07022, -1.21298, 3.55520)
H (-0.83580, -1.97654, 2.25325)
H (-1.56576, 0.20416, 2.30731)
H (1.25735, 0.76816, 2.74776)
H (-0.11054, 1.37880, 3.66723)
H (0.96199, 3.17101, 2.22471)
H (-0.72705, 2.88269, 1.81092)
H (0.13255, 2.80820, -0.15062)
N (-3.40174, -2.08845, -1.33678)
C (-2.70041, -3.18217, -0.89523)
C (-1.50435, -2.71484, -0.44256)
N (-1.48685, -1.34698, -0.58453)
C (-2.64309, -0.99918, -1.14610)
C (-2.84509, 0.40881, -1.40729)
N (-1.88192, 1.23708, -1.00493)
C (-2.25674, 2.50180, -1.40131)
C (-3.44851, 2.42018, -2.05333)
N (-3.80414, 1.09587, -2.04444)
H (-4.33103, -2.12410, -1.73187)
H (-3.09888, -4.18085, -0.95177)
H (-0.67110, -3.27479, -0.05436)
H (-1.68350, 3.39179, -1.20436)
H (-4.06523, 3.17938, -2.50364)
H (-4.64421, 0.72478, -2.46599)

Maximum force across the listed records, respectively: 0.0751; 0.0125; 0.0519; 0.0940; 0.0128; 0.0912; 0.1200; 0.0118 hartree/bohr.